(1)
The following is a quantum chemistry calculation of the molecule C5H5Cl2F at a distorted geometry, from the Open Molecules 2025 dataset.

Geometry as ORCA input:
```
! RIJCOSX wB97M-V def2-TZVPD def2/J DEFGRID3
* xyz 0 1
C 1.32 2.18 -0.52
C 1.97 1.28 0.16
C 1.15 0.07 0.80
Cl 1.59 -1.53 -0.14
C -0.28 0.09 1.02
C -1.09 -0.11 0.07
F -0.40 -0.35 -1.15
Cl -2.84 0.07 0.05
H 0.26 2.34 -0.41
H 2.03 2.88 -1.10
H 3.15 1.14 0.37
H 1.63 0.06 1.87
H -0.59 0.56 1.95
*
```

For the gap between HOMO and LUMO, the calculation gives 10.483 eV. The calculation puts the energy relative to the best compared isomer or geometry (same formula, charge and spin) at 276.3 kJ/mol. The SMILES is C=C[C@H](Cl)/C=C(\F)Cl.

---

(2)
The following is a quantum chemistry calculation of a cluster of 4 separate species, C35H51N3O6 in total at a distorted geometry, from the Open Molecules 2025 dataset.

Geometry as ORCA input:
```
! RIJCOSX wB97M-V def2-TZVPD def2/J DEFGRID3
* xyz 0 1
C -2.30 -0.57 -0.73
C -1.22 -0.37 -0.25
C 0.03 0.12 0.26
C 1.21 -0.13 -0.44
N 1.22 -0.88 -1.68
C 1.64 0.04 -2.79
C 0.82 -0.12 -4.07
C -0.71 -0.02 -3.84
C -1.32 1.22 -4.53
C 2.43 0.38 0.02
C 2.42 1.13 1.18
C 1.24 1.37 1.89
C 0.01 0.87 1.46
C -1.27 1.10 2.24
C -1.43 -0.08 3.27
N -2.27 -1.17 2.76
C -3.51 -1.40 3.55
C -4.73 -1.39 2.60
C -1.55 -2.39 2.56
C -0.55 -2.93 3.57
O -1.78 -3.04 1.57
C 1.38 2.21 3.13
O 0.74 2.01 4.14
C 2.40 3.31 3.03
C 2.02 4.60 3.72
N 3.08 5.21 4.55
C 3.35 6.58 4.05
C 3.53 3.08 2.34
C 4.63 4.03 2.11
C 5.71 4.19 2.94
C 3.69 1.73 1.69
O 4.76 1.17 1.61
H -3.31 -0.69 -1.04
H 2.00 -1.53 -1.59
H 1.53 1.09 -2.49
H 2.71 -0.08 -3.00
H 1.09 0.74 -4.69
H 1.09 -1.01 -4.63
H -1.15 -0.92 -4.25
H -0.87 0.08 -2.77
H -0.67 2.09 -4.47
H -1.59 0.99 -5.55
H -2.24 1.48 -4.00
H 3.35 0.22 -0.52
H -1.11 1.99 2.84
H -2.13 1.18 1.58
H -0.41 -0.39 3.50
H -1.82 0.37 4.18
H -3.65 -0.65 4.32
H -3.48 -2.40 3.97
H -4.50 -0.95 1.63
H -5.08 -2.42 2.44
H -5.58 -0.86 3.05
H -1.04 -3.70 4.17
H -0.05 -2.18 4.17
H 0.22 -3.43 2.99
H 1.63 5.28 2.95
H 1.18 4.37 4.37
H 2.63 5.39 5.44
H 2.41 7.15 3.99
H 4.02 7.12 4.72
H 3.73 6.55 3.03
H 4.59 4.64 1.20
H 5.62 4.60 3.94
H 6.69 3.93 2.54
C 2.47 -4.91 0.90
C 2.23 -4.21 -0.42
C 0.91 -4.44 -1.09
O 3.08 -3.48 -0.90
H 3.46 -4.66 1.27
H 1.73 -4.60 1.63
H 2.41 -5.99 0.75
H 0.10 -4.10 -0.43
H 0.77 -5.49 -1.31
H 0.87 -3.87 -2.01
C -2.53 4.18 -8.10
C -1.58 4.13 -6.92
C -1.48 5.38 -6.07
O -0.93 3.15 -6.68
H -2.50 3.23 -8.62
H -3.55 4.37 -7.75
H -2.23 4.97 -8.79
H -2.46 5.61 -5.64
H -1.14 6.22 -6.67
H -0.77 5.20 -5.26
C -2.49 -5.74 0.39
C -2.37 -6.91 -0.56
C -3.45 -7.96 -0.54
O -1.42 -6.98 -1.32
H -1.63 -5.09 0.24
H -3.40 -5.18 0.18
H -2.49 -6.09 1.42
H -4.41 -7.51 -0.78
H -3.50 -8.42 0.45
H -3.22 -8.73 -1.27
*
```

For the gap between HOMO and LUMO, the calculation gives 7.532 eV. The calculation puts the energy relative to the best compared isomer or geometry (same formula, charge and spin) at 0.0 kJ/mol. The SMILES is C#Cc1c(NCCCC)cc2c(c1CCN(CC)C(C)=O)C(=O)C(CNC)=C(C=C)C2=O.CC(C)=O.CC(C)=O.CC(C)=O.